{
  "formula": "C4H12Si",
  "method": "wB97M-V/def2-TZVPD",
  "elements": ["C", "C", "C", "C", "H", "H", "H", "H", "H", "H", "H", "H", "Si", "H", "H", "H", "H"],
  "positions_angstrom": [[2.897, -0.837, 0.069], [1.686, -0.324, -0.243], [0.286, -1.055, -0.115], [1.492, 1.000, -0.910], [2.992, -1.878, 0.296], [3.807, -0.219, -0.065], [0.390, -2.120, -0.217], [-0.127, -0.821, 0.961], [-0.396, -0.826, -0.911], [2.340, 1.299, -1.429], [1.141, 1.752, -0.305], [0.727, 0.788, -1.647], [-3.416, 0.623, 0.907], [-3.133, 1.907, 0.555], [-2.857, 0.508, 2.281], [-2.871, -0.356, -0.091], [-4.957, 0.558, 0.865]],
  "relative_energy_kcal_mol": 41.7,
  "smiles": "C=C(C)C.[SiH4]",
  "max_force_ha_per_bohr": 0.058,
  "e_tot_ev": -12217.8257,
  "e_lumo_ev": 0.97
}